(1)
Entry from OMol25: C10H20ClO7PS in the gas phase in a non-equilibrium geometry (ωB97M-V/def2-TZVPD).

Properties
HOMO energy = -9.58 eV
LUMO energy = -0.19 eV
SMILES = CCOCC[C@H]1OS(=O)(=O)O[C@@]1(CCCOC)P(O)Cl
ΔE to the lowest compared entry with this formula, charge and spin = 169.5 kcal per mole
energy = -2119.1555 hartree
Kohn-Sham gap = 0.3451 Eh

Structure (ORCA input):
```
! wB97M-V def2-TZVPD RIJCOSX def2/J DEFGRID3
* xyz 0 1
H 2.06246 -0.59927 -4.38091
H -3.56722 1.66909 -0.33970
O 3.40971 -0.44495 2.92481
C -2.86627 1.38938 -1.24256
H -1.29756 -2.29124 -1.17181
H -1.06094 -2.46960 1.92824
O 0.33897 1.77320 2.48231
O -1.56601 2.01607 4.54584
H -3.81032 -0.47470 -2.18004
H -3.26028 2.00377 -2.16886
H 3.34236 -1.24934 -2.04334
O -2.35971 2.58030 2.31117
H -1.86365 -0.43710 -2.16623
C 1.29167 0.72093 0.33651
H 0.37283 0.56676 -0.40929
C -1.87492 -2.05638 -0.18181
H -1.32742 0.60122 0.95445
O -1.42954 -0.01225 2.92989
O 2.51067 0.65243 -2.58725
H 1.91722 1.26101 -4.65541
H 1.58853 1.86944 0.20926
H -1.74253 1.72418 -1.08718
C 2.45761 -0.32413 -0.14863
H 2.44712 -1.36627 0.40365
O -2.92996 -1.03896 -0.29444
H -2.42628 -3.07131 0.12002
H 1.44748 -1.19835 -2.07615
H 0.61674 0.37012 -3.60871
H 3.59915 0.36774 2.36624
C -2.83227 -0.25699 -1.53539
C 2.40623 -0.58851 -1.79493
H 3.49910 0.18171 0.14189
C -0.78887 -0.22978 1.59024
C -0.76784 -1.77474 1.00460
C 1.77930 0.41861 -3.84836
C 0.71004 0.46517 1.84742
P 1.67919 -0.61285 3.09015
S -1.30332 1.70299 3.03077
Cl 1.26975 0.28074 5.02077
H 0.32879 -2.11814 0.68279
*
```


(2)
Entry from OMol25: C10H20N2O3 as an isolated structure in a non-equilibrium geometry (ωB97M-V/def2-TZVPD).

Properties
HOMO energy = -9.46 eV
LUMO energy = 0.49 eV
ΔE to the lowest compared entry with this formula, charge and spin = 207.4 kcal per mole
energy = -727.9910 hartree
Kohn-Sham gap = 0.3655 Eh

Structure (ORCA input):
```
! wB97M-V def2-TZVPD RIJCOSX def2/J DEFGRID3
* xyz 0 1
O -1.38626 -0.09074 -2.83094
C 2.21459 -1.76718 1.10878
H 0.37875 -1.95024 0.52069
C -2.68198 0.77899 1.79762
H 1.99743 -0.24297 -1.34036
H -3.17441 1.29745 -1.55570
C -0.83052 0.83039 -1.86786
C 1.91760 -1.86081 2.62270
H -3.92675 -0.34979 -1.23719
H -2.21746 -0.43824 2.32082
H 4.50242 -1.78236 1.18756
H 3.78714 -1.89393 -0.55645
C 3.65417 -1.44585 0.56422
H 2.65215 -2.69716 2.93344
H -1.97448 1.86566 2.45010
H 1.73453 -1.82525 -1.55883
H -1.44743 -0.70521 -0.61769
H -4.56958 1.31481 -0.79738
H 1.03771 -2.54987 2.93462
N 1.27182 -0.87327 -1.15937
C -1.37639 0.28528 -0.42933
C -2.52182 1.02767 0.17444
H -3.92223 0.88220 1.81376
H 3.65579 -0.16284 0.37828
C 1.10047 -1.08287 0.28063
N -0.28083 0.75470 0.53471
H 1.92314 -2.97614 0.87584
C 0.98744 0.31439 0.72732
H 1.78325 -1.04794 3.27756
O -0.26120 1.87167 -2.09027
H -0.84065 0.20107 -3.58986
O 1.77037 1.14238 1.34735
C -3.57899 0.67264 -0.80469
H -0.30632 1.83399 0.51158
H -2.30074 2.15445 -0.03029
*
```


(3)
Entry from OMol25: C10H20N2O3S in the gas phase in a non-equilibrium geometry (ωB97M-V/def2-TZVPD).

Properties
HOMO energy = -8.89 eV
LUMO energy = 0.33 eV
SMILES = CSCC[C@H](NC(=O)[C@@H](N)C(C)C)C(=O)O
ΔE to the lowest compared entry with this formula, charge and spin = 59.1 kcal per mole
energy = -1126.4111 hartree
Kohn-Sham gap = 0.3388 Eh

Structure (ORCA input):
```
! wB97M-V def2-TZVPD RIJCOSX def2/J DEFGRID3
* xyz 0 1
H -1.91164 1.02709 0.71183
C 2.96006 -0.06484 -0.99243
H 2.44136 -0.06025 -1.95051
C 4.93680 -0.89235 0.53227
H 5.69414 -1.65098 0.60873
O 2.65560 2.41677 0.96611
H 5.31995 0.09825 0.39825
C -1.35273 0.76373 -1.27615
H 0.11716 3.15912 -0.50979
C -2.19247 -0.98544 0.44783
H -3.68165 -1.76805 -1.08214
O -1.83617 0.91455 -2.45743
H 4.21798 -0.91417 1.38130
C 0.82197 1.01561 0.15296
C 1.78795 -0.13936 0.11026
H -1.92260 -2.30072 -1.43764
H 0.14138 1.07084 1.10723
H -3.79217 1.73761 -0.54456
H 2.26589 -0.26944 1.12499
C 1.56758 2.31787 0.38236
H -2.88697 -2.10204 2.34934
H -3.95324 0.22445 -1.24291
S 4.06042 -1.41102 -0.93905
H -2.38829 -0.45071 2.55605
N -3.72357 0.64645 -0.36675
H 3.55895 0.92940 -0.79009
H -2.66647 -3.04242 0.14193
N -0.03738 1.11497 -1.05445
C -2.88794 -1.06332 1.81982
C -2.29828 0.41612 -0.08726
C -2.64604 -2.05823 -0.50606
H 0.60009 0.98361 -1.83748
H -1.12501 -1.20450 0.60558
H -3.99362 -0.81808 1.75918
H 1.30099 -1.12777 -0.08313
O 0.84796 3.48726 0.00179
*
```


(4)
Entry from OMol25: an isolated ion of composition C10H20NSi and charge +1 in a non-equilibrium geometry (ωB97M-V/def2-TZVPD).

Properties
HOMO energy = -12.34 eV
LUMO energy = -3.01 eV
SMILES = C[NH+](C)C1=C[C@H]1/C=C/[Si](C)(C)C
ΔE to the lowest compared entry with this formula, charge and spin = 88.5 kcal per mole
energy = -736.8341 hartree
Kohn-Sham gap = 0.3427 Eh

Structure (ORCA input):
```
! wB97M-V def2-TZVPD RIJCOSX def2/J DEFGRID3
* xyz 1 1
H 1.79536 -1.20730 1.40995
H 2.18477 2.23740 -1.76289
H -3.68791 2.17127 0.53158
C -0.81343 0.75476 -0.18180
H -1.98690 -2.08548 -1.24517
C 2.06983 1.72543 -0.81594
H -3.72817 1.92330 -1.32474
H -2.52402 -0.12338 2.33266
H 4.79136 -1.38195 -0.44272
C -2.67350 -1.27090 -1.53860
H -3.57111 -1.71000 -1.65880
N 3.13728 -0.32819 0.36710
C 2.36691 -1.53158 0.60941
C 2.40290 0.85480 0.06714
H 1.67569 -1.62370 -0.28720
H -0.53161 1.33730 1.80322
C -3.85342 1.47217 -0.26405
H -3.64955 -1.14461 1.85147
C 1.38207 1.79572 0.60676
H -2.45906 -0.61987 -2.43935
H 4.47264 0.17053 -1.25839
C 4.10528 -0.60465 -0.76372
H -0.43134 0.56388 -1.10796
H -2.05910 -1.57037 1.65625
H 3.59278 -1.06766 -1.50411
H -4.94739 1.03864 -0.41571
Si -2.65694 -0.00918 -0.05921
H 2.92350 -2.43755 0.93462
C -2.71503 -0.83801 1.66586
H 3.83861 -0.20995 1.04013
H 1.60481 2.39965 1.44774
C -0.05530 1.31947 0.74646
*
```


(5)
Entry from OMol25: C10H21AlBI2N2O3 as an isolated structure in a non-equilibrium geometry (ωB97M-V/def2-TZVPD).

Properties
HOMO energy = -4.31 eV
LUMO energy = 2.14 eV
energy = -1591.5522 hartree
Kohn-Sham gap = 0.2368 Eh

Structure (ORCA input):
```
! wB97M-V def2-TZVPD RIJCOSX def2/J DEFGRID3
* xyz -1 1
I 4.26881 -3.63783 1.62134
B 1.31788 2.25085 -1.47996
C -1.67324 -1.16102 1.15205
C -1.55594 -2.11336 -1.29470
H 3.24577 0.08924 0.51581
H 4.85800 -0.89778 0.27687
H -0.69550 2.44157 0.87286
H -1.70326 -3.17786 -0.90693
O 1.19070 -1.00447 -1.55632
H -2.77512 -1.29116 0.85144
C -2.97853 0.68417 2.17461
C 3.73820 -0.85281 0.11105
C 1.56208 -2.29233 0.58179
I 0.67702 -4.07945 1.45320
H -2.86467 1.78952 2.47689
C 2.96711 -2.13657 0.67916
C 0.44534 3.48111 -0.80702
H -3.41870 -2.28968 -2.16713
H 0.15336 4.01346 1.36541
H -3.42091 0.16683 3.09385
C 0.25982 3.05930 0.75328
H 0.93510 4.49906 -0.93708
H -0.11141 0.30027 -3.52879
H 3.58882 -0.82048 -1.02734
O -1.20476 0.16627 -0.75252
H -1.43682 -2.02015 1.85626
N -2.87716 -1.52071 -1.72807
C 0.76924 -1.13910 -0.17074
Al 0.18204 0.54662 -1.98042
H 1.14986 2.41929 1.04576
H -1.24004 -0.11203 2.82187
H -0.93876 -2.20967 -2.25077
H -3.67502 0.67526 1.28254
C -0.83485 -1.14857 -0.20636
H -0.56432 3.44609 -1.35409
H -2.71680 -0.87216 -2.51855
H 3.25200 2.41579 -0.88469
H 0.99736 -0.15305 0.38351
N -1.61841 0.14938 1.89927
O 2.74573 2.33617 -1.71736
*
```


(6)
Entry from OMol25: C10H21AlF3N2O4 as an isolated structure in a non-equilibrium geometry (ωB97M-V/def2-TZVPD).

Properties
HOMO energy = -4.48 eV
LUMO energy = 2.86 eV
energy = -1346.2019 hartree
Kohn-Sham gap = 0.2699 Eh

Structure (ORCA input):
```
! wB97M-V def2-TZVPD RIJCOSX def2/J DEFGRID3
* xyz -1 1
H -1.00959 0.70115 -0.66945
O -1.86312 -1.36243 1.88458
N -0.19888 4.91752 1.44471
H 2.78179 0.12667 1.88778
C -0.41665 -2.72200 -2.01296
H 2.48020 -2.79967 -0.85888
H -0.99576 7.12628 2.39530
H 0.26206 0.37209 -1.81350
F -1.24629 -0.75905 -3.79162
C -2.94118 -1.13664 1.04790
H -1.80092 6.45059 3.76798
H 4.01628 -1.10065 2.14650
O 3.00689 -1.22752 0.36699
C 3.02266 -0.92513 1.73286
C -0.25707 -1.46669 -4.21752
H -0.24163 -2.55015 2.10767
H 0.07596 5.71182 0.89976
C 0.87840 1.17766 -0.03271
C 2.08242 -2.30070 0.02449
H -3.51554 -2.05052 0.85558
Al 0.14027 -1.70256 -0.31146
H 1.96987 1.04317 -0.09764
F -0.73773 -2.30336 -5.13803
H 2.10791 -3.04720 0.82513
H -0.16782 -3.76310 -1.83379
H -1.46582 -2.56706 -2.22598
C -0.93098 5.02989 2.58908
C -0.01194 0.28709 -0.76041
H -3.59863 -0.42790 1.53478
N -1.26230 6.32395 2.93231
F 0.53571 -0.64928 -4.90048
O 0.48792 2.09717 0.63642
H -1.44641 -3.26121 1.08410
O -1.27381 4.08401 3.26728
H 1.00915 -3.02014 -3.64875
H 2.30278 -1.50284 2.30335
H 0.07993 3.99641 1.12949
C 0.48546 -2.21099 -3.15283
H -2.65227 -0.74248 0.07031
C -0.94405 -2.30909 1.31255
H 1.25269 -1.53713 -2.78087
*
```


> Which of these has the highest LUMO energy?

C10H21AlF3N2O4